(1)
C28H26N5NiPS as an isolated structure, computed with ωB97M-V/def2-TZVPD.

Output
Total charge: -2
HOMO (spin up / spin down) in Eh: 0.0340 / -0.0030
HOMO-LUMO gap (spin up / spin down) in eV: 3.645 / 4.650
Lowest unoccupied orbital energy (spin up / spin down) in eV: 4.57 / 4.57
Spin multiplicity: 3

Each line ends with the Mulliken charge.
Element x y z (Å)
Ni  -1.117  -0.069  -1.789  -0.07
S  -3.971  1.297  -2.674  -0.45
P  -0.605  0.672  1.469  1.60
N  -2.256  2.717  -1.157  -0.77
N  -2.019  1.383  -4.611  -1.34
N  -1.338  0.432  -3.891  0.63
N  -3.880  2.670  -4.961  -0.58
N  -0.090  -1.674  -2.825  -0.25
C  1.670  4.707  1.149  -0.40
C  -0.235  -0.319  0.209  -1.65
C  -0.004  0.097  3.103  0.34
C  2.312  -3.066  0.607  -0.76
C  -0.360  -2.665  1.133  0.33
C  1.350  0.230  3.427  -0.28
C  1.860  -0.332  4.582  -0.70
C  -0.322  -1.192  5.126  -0.62
C  0.310  -1.231  -4.074  0.70
C  -2.326  1.236  1.868  -1.59
C  0.236  -3.870  1.456  -0.75
C  0.358  -2.867  -2.448  -0.33
C  0.232  2.328  1.368  -0.52
C  1.781  -3.123  -4.356  -0.20
C  -3.155  1.766  -4.154  0.41
C  1.797  3.719  0.176  -0.63
C  -0.362  -0.123  -4.592  -0.79
C  1.712  -1.868  0.283  0.13
C  1.260  -3.646  -3.153  -0.88
C  1.025  -1.046  5.440  -0.42
C  1.093  2.533  0.295  0.26
C  0.106  3.327  2.337  -0.33
C  -0.828  -0.629  3.968  -0.30
C  1.582  -4.091  1.197  -0.44
C  0.349  -1.608  0.535  0.48
C  -2.281  1.510  -1.487  0.17
C  1.306  -1.928  -4.808  -0.83
C  0.825  4.505  2.235  -0.67
H  2.915  -0.226  4.812  0.36
H  -1.420  -2.523  1.316  0.37
H  2.536  -3.665  -4.920  0.35
H  -0.036  -3.234  -1.512  0.59
H  -2.370  1.875  2.750  0.43
H  3.362  -3.214  0.377  0.35
H  -2.950  0.354  2.020  0.46
H  1.426  -1.497  6.340  0.35
H  -1.404  2.850  -0.606  0.56
H  2.226  5.633  1.060  0.33
H  -2.710  1.771  0.998  0.51
H  -0.363  -4.652  1.914  0.33
H  2.447  3.874  -0.676  0.39
H  0.727  5.268  2.999  0.36
H  2.004  0.767  2.751  0.36
H  2.048  -5.039  1.442  0.34
H  -1.874  -0.766  3.724  0.23
H  -4.358  3.348  -4.384  0.24
H  -3.251  3.112  -5.622  0.27
H  1.651  -1.505  -5.745  0.30
H  -0.974  -1.764  5.776  0.37
H  -0.145  0.234  -5.598  0.29
H  1.177  1.727  -0.432  0.38
H  2.284  -1.087  -0.203  0.32
H  1.580  -4.598  -2.752  0.42
H  -0.547  3.176  3.190  0.22

Atomic forces in eV per Å
-0.027 0.157 0.163
0.006 -0.067 -0.109
-0.133 -0.185 -0.333
-0.036 0.404 0.171
-0.113 0.189 0.066
0.057 -0.183 -0.128
-0.057 0.110 -0.017
0.087 0.003 0.015
0.015 -0.093 -0.099
-0.245 0.069 0.292
-0.012 -0.090 0.083
0.134 -0.104 -0.078
-0.234 -0.043 0.003
-0.233 0.012 -0.191
-0.047 -0.183 0.274
0.245 -0.055 0.173
0.057 -0.016 0.008
0.111 -0.104 -0.128
-0.009 -0.181 0.079
-0.021 -0.077 0.041
-0.026 0.127 0.102
0.090 -0.026 -0.084
0.058 -0.062 0.017
0.080 0.311 0.127
-0.166 0.188 -0.069
0.014 0.098 -0.168
-0.037 -0.091 0.100
0.018 0.044 -0.066
-0.143 -0.175 0.023
-0.070 -0.268 -0.116
0.082 0.206 -0.289
0.032 -0.142 0.075
0.194 0.235 0.150
0.011 -0.279 -0.267
0.015 -0.013 -0.079
0.128 0.141 -0.072
-0.034 -0.016 0.014
-0.006 0.020 0.003
-0.019 0.014 0.013
0.034 -0.015 0.196
0.025 0.045 0.054
0.035 -0.007 0.008
0.032 -0.005 -0.006
-0.006 0.013 -0.019
0.089 0.080 0.026
0.012 0.017 -0.005
0.012 -0.055 0.101
0.002 -0.019 0.009
0.016 0.025 -0.002
0.008 0.007 -0.012
-0.017 0.012 -0.015
-0.003 -0.002 0.001
-0.011 0.019 -0.036
0.039 -0.029 -0.038
-0.017 -0.012 0.004
0.006 0.023 -0.033
0.018 0.007 0.019
0.006 0.017 0.014
-0.052 0.023 0.018
0.021 0.025 -0.002
0.007 -0.019 0.022
-0.022 -0.025 -0.002


(2)
C22H26AsClN2PdS as an isolated structure, computed with ωB97M-V/def2-TZVPD.

Output
HOMO (spin up / spin down) in Eh: -0.2195 / -0.2959
HOMO-LUMO gap (spin up / spin down) in eV: 6.305 / 8.163
Lowest unoccupied orbital energy (spin up / spin down) in eV: 0.33 / 0.11
Spin multiplicity: 3

Each line ends with the Mulliken charge.
Element x y z (Å)
Pd  0.211  0.851  -0.137  -0.12
As  -1.496  3.575  -2.430  0.31
Cl  0.126  0.153  -3.996  -0.24
S  -1.427  2.819  -0.291  -0.33
N  -0.884  -0.159  1.680  0.62
N  -2.543  -1.105  -0.725  0.49
C  3.336  -1.547  -3.322  -0.71
C  -1.805  -0.102  -1.312  -0.52
C  2.257  0.312  -0.846  -1.16
C  2.104  -3.188  -0.376  -0.46
C  2.978  -3.377  -1.372  -0.42
C  2.864  -1.504  3.743  -0.67
C  1.514  -1.187  3.685  -0.33
C  3.806  -0.626  3.227  -0.50
C  -1.979  -0.826  1.713  -0.33
C  1.089  0.006  3.112  0.64
C  3.392  0.574  2.664  -0.62
C  1.574  -0.802  -0.525  0.74
C  -3.681  -2.384  0.744  -0.78
C  -0.381  0.303  2.979  -1.48
C  2.041  0.886  2.606  -0.24
C  -1.464  5.468  -1.903  -1.06
C  -4.089  -2.732  -0.550  -0.81
C  1.262  -2.016  -0.129  0.16
C  -3.435  3.375  -2.619  -1.01
C  -2.714  -1.389  0.630  0.07
C  3.223  -2.442  -2.440  0.22
C  -3.382  -1.937  -1.428  -0.41
H  2.281  0.721  -1.847  0.34
H  3.523  -4.309  -1.423  0.34
H  -1.455  6.086  -2.801  0.38
H  -4.816  -3.477  -0.825  0.44
H  4.124  1.271  2.276  0.48
H  1.979  -4.006  0.324  0.40
H  -4.018  -2.813  1.675  0.47
H  -0.552  5.661  -1.339  0.32
H  -2.328  5.720  -1.291  0.32
H  1.724  1.839  2.196  0.36
H  4.859  -0.870  3.274  0.41
H  -2.416  -1.063  2.689  0.21
H  -3.664  2.311  -2.570  0.29
H  -0.930  -0.184  3.794  0.48
H  0.184  1.226  -1.562  0.25
H  0.344  -2.168  0.425  0.28
H  1.070  0.563  -4.761  0.23
H  0.779  -1.876  4.085  0.37
H  3.181  -2.436  4.193  0.40
H  -3.416  -1.860  -2.502  0.48
H  -1.885  1.499  -0.704  0.15
H  4.181  -2.562  -3.181  0.30
H  3.007  0.687  -0.158  0.21
H  -0.553  1.380  3.066  0.33
H  -3.959  3.902  -1.824  0.33
H  -3.742  3.761  -3.592  0.40

Atomic forces in eV per Å
-0.749 -0.945 -0.523
0.135 -0.031 0.054
0.043 0.051 -0.035
-0.019 -0.212 0.311
0.126 0.643 0.256
-0.075 -0.136 -0.111
-0.003 -0.046 0.026
0.083 0.303 0.212
0.176 0.358 -0.027
-0.008 0.017 -0.027
-0.084 0.025 0.025
-0.019 -0.005 0.002
0.001 -0.031 -0.057
0.001 0.009 -0.017
0.165 -0.123 -0.052
0.052 -0.034 -0.059
0.013 -0.024 -0.006
-0.440 0.388 0.481
0.048 0.048 -0.007
0.028 -0.102 0.102
-0.026 0.096 0.181
-0.021 0.006 -0.044
-0.001 0.002 -0.034
0.222 -0.146 -0.247
0.020 -0.001 0.002
-0.008 -0.011 -0.010
-0.032 0.030 0.192
-0.001 0.009 0.086
0.085 -0.241 -0.109
0.041 0.019 0.010
-0.022 0.003 -0.001
-0.002 0.001 0.002
0.000 0.004 0.006
-0.008 -0.008 -0.008
-0.006 -0.004 -0.001
0.014 0.006 -0.022
0.009 -0.013 0.016
-0.012 -0.038 -0.059
0.001 0.002 -0.006
0.032 -0.041 0.000
-0.007 0.000 -0.027
0.002 0.034 0.016
0.492 0.184 -0.120
-0.039 -0.020 -0.064
0.001 -0.093 -0.005
0.000 -0.003 0.001
-0.002 0.000 0.002
0.006 -0.005 -0.002
-0.228 0.104 -0.095
0.048 0.005 -0.166
-0.038 -0.035 0.041
0.010 -0.007 -0.091
0.000 -0.003 0.001
-0.003 0.013 0.006


Calculated maximum force, 0.44 1.31 eV/Å (same order as the records).
Calculated relative energy (zero: lowest compared OMol25 entry of this formula, charge and spin), 78.8 0.0 kcal/mol (same order as the records).